Entry 1:
The following is a quantum chemistry calculation of 5 unconnected molecules or ions with the total composition C25H30B2F32N2O6 in a non-equilibrium geometry, from OMol25.

The geometry in XYZ format:
```
97
Properties=species:S:1:pos:R:3:forces:R:3
F 0.4934 -2.2198 -4.6963 0.0 0.1 -0.5
C 1.1936 -2.1546 -5.8513 -1.0 0.2 -0.7
F 0.3645 -2.6177 -6.8266 0.4 0.0 0.1
C 2.4779 -2.9756 -5.8079 0.5 -1.1 0.2
F 2.2187 -4.3049 -5.6794 -0.1 0.6 0.0
F 3.1102 -2.8401 -7.0174 -0.3 0.4 0.3
C 3.4840 -2.5536 -4.7244 1.1 0.1 0.0
O 3.4530 -3.3021 -3.5048 -1.8 0.6 0.6
C 2.4647 -2.8922 -2.5609 1.6 0.6 -1.1
F 1.9595 -1.6945 -2.9415 0.0 -0.3 0.8
F 3.1356 -2.6610 -1.3999 -0.5 0.2 -0.6
C 1.3814 -3.9540 -2.3290 -0.7 -1.2 -0.4
F 0.7582 -4.2997 -3.4830 0.4 0.2 0.3
F 0.4160 -3.4921 -1.4903 0.3 0.4 0.1
H 1.4049 -1.1036 -6.0712 0.2 0.0 0.0
H 4.4822 -2.7496 -5.1348 -0.3 -0.2 0.0
H 3.4723 -1.4726 -4.5414 -0.3 -0.3 -0.1
H 1.8095 -4.8607 -1.8933 -0.3 0.5 -0.7
F -2.9966 8.4666 -2.1814 -0.5 -0.3 0.2
C -3.6174 7.4230 -1.5864 -1.0 0.4 -0.2
F -4.7335 7.9301 -0.9946 0.2 -0.3 0.1
C -2.7370 6.7245 -0.5557 0.8 0.0 0.8
F -2.4423 7.5442 0.4893 -0.3 -0.1 -0.4
F -3.4541 5.6867 -0.0174 -0.1 0.2 -0.6
C -1.4320 6.1298 -1.1104 0.5 -1.0 0.3
O -0.2564 6.9325 -0.9618 -0.6 1.6 -1.2
C -0.0699 7.9344 -1.9604 0.0 -2.3 0.1
F -0.9277 7.7045 -2.9832 0.8 0.5 0.0
F 1.1761 7.7255 -2.4657 -0.4 0.6 0.4
C -0.1691 9.3607 -1.4034 -0.2 0.9 0.4
F -1.3578 9.5810 -0.7885 0.6 -0.2 -0.1
F -0.0708 10.2820 -2.3986 0.1 -0.5 0.0
H -3.9454 6.7247 -2.3626 0.1 -0.1 0.1
H -1.2222 5.2329 -0.5148 -0.1 0.3 0.0
H -1.5453 5.7560 -2.1349 -0.1 0.3 0.2
H 0.6257 9.5534 -0.6778 0.1 -0.2 -0.1
F 2.8953 -4.5096 1.7029 0.0 0.0 -0.7
C 3.5954 -4.4443 0.5479 -0.5 0.5 0.1
F 2.7664 -4.9074 -0.4274 0.8 -0.6 0.9
C 4.8797 -5.2653 0.5912 0.5 -1.0 0.3
F 4.6206 -6.5947 0.7197 -0.2 0.5 -0.1
F 5.5120 -5.1298 -0.6182 -0.4 0.4 0.3
C 5.8859 -4.8433 1.6748 1.1 0.1 0.1
O 5.8548 -5.5918 2.8943 -1.8 0.5 0.4
C 4.8665 -5.1820 3.8382 1.8 1.0 -0.7
F 4.3613 -3.9842 3.4576 0.0 -0.5 0.8
F 5.5375 -4.9508 4.9993 -0.6 -0.5 -0.3
C 3.7833 -6.2437 4.0701 -0.7 -0.7 0.1
F 3.1600 -6.5894 2.9161 0.4 0.0 0.4
F 2.8178 -5.7818 4.9089 0.5 0.2 -0.1
H 3.8067 -3.3933 0.3279 0.2 -0.3 0.2
H 6.8840 -5.0393 1.2643 -0.3 -0.2 0.0
H 5.8741 -3.7623 1.8578 -0.3 -0.3 -0.1
H 4.2113 -7.1504 4.5059 0.2 0.2 0.0
F -1.4495 1.2889 4.5864 0.3 0.4 0.3
C -1.1873 1.8710 5.7783 0.6 0.8 -0.5
F 0.0533 2.4207 5.6697 -0.2 -0.2 0.3
C -1.2335 0.8826 6.9387 0.3 -1.0 0.4
F -0.2571 -0.0589 6.8342 -0.2 0.4 -0.2
F -0.9590 1.5696 8.0935 -0.3 0.2 -0.5
C -2.5867 0.1815 7.1430 -0.6 -0.3 0.9
O -2.7180 -1.1225 6.5678 0.2 0.6 -1.8
C -3.0624 -1.1482 5.1835 -1.1 0.6 1.8
F -3.4551 0.0908 4.8023 -0.1 -0.8 -0.4
F -4.1698 -1.9339 5.0926 0.8 0.0 -0.2
C -1.9474 -1.7227 4.2996 0.7 -0.3 -0.5
F -0.7862 -1.0364 4.4421 -0.4 -0.4 0.1
F -2.2812 -1.6509 2.9834 -0.4 0.1 0.5
H -1.8974 2.6898 5.9295 -0.1 -0.1 0.1
H -2.6879 0.0110 8.2219 0.3 -0.1 -0.2
H -3.4350 0.8281 6.8888 0.3 -0.1 -0.2
H -1.7521 -2.7694 4.5474 -0.2 0.1 0.1
C -3.9113 0.0400 0.3054 -1.1 -0.6 0.1
N -2.8983 -1.0012 -0.1158 0.2 1.6 -1.1
C -1.4791 -0.6289 0.2509 1.2 -1.3 0.9
B -3.0461 -1.4194 -1.5673 1.0 -3.2 1.9
O -2.7707 -2.8710 -1.8597 1.5 3.0 0.5
B -3.5173 -0.3573 -2.7385 0.4 0.6 -1.1
C -2.5056 0.5397 -3.6854 -0.4 0.0 -1.2
C -2.3091 2.0000 -2.9670 0.4 0.2 -0.4
C -0.7690 2.3540 -2.5229 0.2 1.7 4.8
N 0.3442 2.0274 -3.5114 -1.1 0.7 3.0
O -0.5627 2.9336 -1.3116 -0.9 -3.2 -7.6
H -3.9710 0.0059 1.4795 0.2 0.5 -2.3
H -3.7271 1.1152 -0.1195 -0.2 -1.7 1.0
H -4.9718 -0.3382 -0.0912 2.2 1.0 0.9
H -0.9228 -1.6541 0.5033 -1.0 2.2 -0.5
H -1.4265 -0.0031 1.2609 -0.2 -1.1 -2.4
H -0.8586 -0.1359 -0.6234 -1.3 -0.5 1.8
H -1.8750 -3.1310 -1.4837 -1.8 0.3 -0.3
H -4.6946 -0.1981 -2.8866 0.0 0.3 -0.1
H -3.0921 0.7263 -4.7057 1.5 -0.4 2.1
H -1.5104 -0.0198 -3.9559 -1.8 1.3 0.6
H -2.6340 2.8369 -3.7450 0.8 -1.7 1.8
H -3.0323 2.0346 -2.0428 1.8 0.4 -1.6
H 0.5531 1.0107 -3.3797 -0.3 1.0 -0.3
H 1.1838 2.5617 -3.1592 -1.2 -0.9 -0.3
```
Forces are in eV/Å.

Results
LUMO level, eV: -0.05
Frontier orbital gap, Ha: 0.3133
HOMO, eV: -8.57
Molecular weight, g/mol: 1084.08

Entry 2:
The following is a quantum chemistry calculation of a molecular structure, C25H30BCuN8, from OMol25.

The geometry in XYZ format:
```
65
Properties=species:S:1:pos:R:3:forces:R:3
Cu 0.2145 0.9645 0.9204 -0.8 0.4 -0.1
C 1.9818 0.3910 3.8620 -0.1 0.0 -0.1
C 1.4484 -0.7495 3.0559 0.1 -0.2 0.2
C 1.4424 -2.1162 3.3516 0.1 0.0 0.1
C 0.8236 -2.7334 2.2753 0.0 0.0 -0.1
C 0.5494 -4.1825 2.0402 0.0 0.1 0.0
N 0.4834 -1.7776 1.3922 0.1 0.0 -0.4
N 0.8658 -0.5726 1.8784 0.6 0.2 -0.4
B -0.2602 -1.8801 0.0199 0.3 0.2 -0.2
N 0.6692 -1.4396 -1.1717 0.1 -0.5 0.3
N 1.7833 -0.6659 -0.9512 -0.4 -0.2 0.1
C 2.6158 -0.9057 -1.9468 0.1 -0.2 0.1
C 3.9881 -0.3103 -2.0032 0.2 -0.4 0.0
C 2.0769 -1.8659 -2.8286 0.1 0.2 -0.2
C 0.8544 -2.1872 -2.3067 -0.3 0.1 0.1
C -0.1620 -3.1396 -2.8477 0.1 0.0 0.1
N -1.5841 -1.0166 0.2196 -0.1 0.0 0.3
N -1.6236 -0.1018 1.2525 0.2 0.1 -0.6
C -2.8939 0.0261 1.6294 0.1 -0.1 0.2
C -3.3177 0.7449 2.8729 0.0 0.1 -0.1
C -3.7036 -0.7829 0.8259 -0.1 0.1 0.1
C -2.8487 -1.4344 -0.0353 0.2 0.1 -0.2
C -3.1847 -2.4286 -1.0943 0.1 0.0 0.1
H 2.4236 0.0171 4.7819 0.0 0.0 0.0
H 1.1882 1.0942 4.1289 0.0 0.0 0.0
H 2.7490 0.9405 3.3114 0.0 0.0 0.0
H 1.8434 -2.5891 4.2354 -0.1 0.0 -0.1
H 0.9185 -4.7673 2.8792 0.0 0.0 0.0
H 1.0407 -4.5270 1.1293 0.0 0.0 0.0
H -0.5201 -4.3649 1.9286 0.0 0.0 0.0
H -0.5857 -3.0146 -0.1812 -0.1 0.1 0.1
H 4.2005 0.2638 -1.1010 0.2 -0.5 -0.4
H 4.1311 0.3242 -2.8816 0.0 -0.2 0.1
H 4.7242 -1.1129 -2.0620 0.0 0.0 0.0
H 2.5356 -2.2675 -3.7215 -0.1 0.0 0.1
H 0.1772 -3.5314 -3.8041 0.0 0.0 0.0
H -1.1168 -2.6419 -3.0029 0.0 0.0 -0.1
H -0.3278 -3.9798 -2.1695 0.0 0.0 0.0
H -2.4576 1.0948 3.4445 0.0 0.0 0.0
H -3.8645 0.0477 3.5073 0.0 0.0 0.0
H -3.9870 1.5821 2.6650 0.0 0.0 0.0
H -4.7728 -0.9134 0.9091 0.1 0.0 0.0
H -4.2648 -2.5290 -1.1726 0.0 0.0 0.0
H -2.7572 -3.4084 -0.8722 0.0 0.0 0.0
H -2.7959 -2.1066 -2.0572 -0.1 0.0 0.0
C -2.8903 3.8668 0.6499 0.0 0.0 0.1
C -2.7352 4.3455 -0.6404 0.0 0.0 -0.1
C -1.6048 3.9976 -1.3608 0.0 0.1 -0.1
C -0.6745 3.1499 -0.7851 0.2 -0.1 0.1
N -0.8760 2.6164 0.4270 -0.2 -0.1 0.1
C -1.9396 2.9949 1.1417 0.1 0.1 -0.2
C 0.6662 2.8630 -1.3538 0.0 0.0 0.1
C 1.1240 3.3954 -2.5451 -0.1 0.0 -0.1
C 2.4523 3.2032 -2.8961 0.0 0.0 0.0
C 3.2796 2.5036 -2.0378 0.0 0.3 0.0
C 2.7343 1.9799 -0.8787 -0.3 0.3 0.4
N 1.4562 2.1416 -0.5505 0.1 -0.1 0.4
H -3.7328 4.1525 1.2659 0.1 0.0 0.0
H -3.4716 5.0113 -1.0734 0.0 0.0 0.0
H -1.4402 4.4008 -2.3502 0.0 0.0 0.1
H -2.0061 2.5976 2.1398 0.0 0.0 0.0
H 0.4647 3.9623 -3.1879 0.0 0.0 0.0
H 2.8332 3.6125 -3.8229 0.0 0.0 0.0
H 4.3271 2.3520 -2.2616 -0.1 0.1 0.1
H 3.3336 1.4066 -0.1856 -0.3 0.2 0.1
```
Forces are in eV/Å.

Results
LUMO level (alpha / beta), eV: -3.36 / -4.31
Total charge: +1
Frontier orbital gap (alpha / beta), Ha: 0.2783 / 0.2432
2S+1: 2
HOMO (alpha / beta), eV: -10.93 / -10.93
Molecular weight, g/mol: 516.93

Entry 3:
The following is a quantum chemistry calculation of a molecular structure, C25H30Br2Ge2I2NOTi in a non-equilibrium geometry, from OMol25.

The geometry in XYZ format:
```
64
Properties=species:S:1:pos:R:3:forces:R:3
Ti 0.0669 -1.1150 -1.5685 0.3 0.3 0.6
C 4.0413 2.5166 -1.7549 0.0 -0.1 0.0
C 3.3692 1.2081 -2.1797 0.1 0.1 0.0
Ge 1.4876 1.0196 -1.6534 0.6 0.1 -0.1
C 0.4768 2.5068 -2.4809 -0.1 0.0 0.0
C 0.7074 3.8674 -1.8148 -0.1 0.0 0.0
C 1.4174 1.2029 0.3127 -0.2 -0.2 0.2
C 1.0362 0.3858 1.3195 0.1 0.2 0.0
Ge 0.2559 -1.4149 0.9531 -0.2 -0.2 0.4
C -1.6402 -1.7034 1.4836 0.1 0.1 0.2
C -2.0478 -1.6649 2.9596 0.0 0.0 -0.1
C 1.3451 -2.9551 1.5126 0.1 0.0 0.1
C 1.3900 -3.3402 2.9931 0.0 0.0 -0.1
C 1.2131 0.7858 2.7548 0.0 0.1 -0.1
C 0.7910 -0.0585 3.7756 0.0 0.0 0.0
C 0.9349 0.2785 5.1152 0.0 0.0 0.0
C 1.5151 1.4856 5.4620 0.0 0.0 0.0
C 1.9504 2.3443 4.4589 0.0 0.0 0.0
C 1.8024 2.0004 3.1278 0.0 0.0 0.0
H 5.0868 2.5177 -2.0671 0.0 0.0 0.0
H 4.0257 2.6448 -0.6709 0.0 0.0 0.0
H 3.5712 3.3873 -2.2071 0.0 0.0 0.0
H 3.9203 0.3674 -1.7596 0.0 0.0 0.0
H 3.4029 1.1037 -3.2671 0.0 0.0 0.0
H -0.5868 2.2695 -2.4627 0.0 0.0 -0.1
H 0.7727 2.5276 -3.5320 0.0 0.0 0.0
H 0.4925 3.8353 -0.7443 0.0 0.0 0.0
H 0.0548 4.6212 -2.2595 0.0 0.0 0.0
H 1.7306 4.2140 -1.9338 0.0 0.0 0.0
H 1.8416 2.1657 0.6002 0.0 0.0 0.0
H -1.8655 -2.6878 1.0615 -0.1 0.0 0.0
H -2.2430 -0.9787 0.9346 -0.1 0.0 0.0
H -1.5033 -2.3964 3.5555 0.0 0.0 0.0
H -3.1108 -1.8919 3.0607 0.0 0.0 0.0
H -1.8767 -0.6824 3.3979 0.0 0.0 0.0
H 2.3588 -2.7751 1.1501 0.0 0.0 0.0
H 0.9355 -3.7832 0.9272 0.1 0.0 0.0
H 1.9223 -2.5967 3.5843 0.0 0.0 0.0
H 1.9164 -4.2890 3.1102 0.0 0.0 0.0
H 0.3946 -3.4685 3.4183 0.0 0.0 0.0
H 0.3395 -1.0084 3.5278 0.0 0.0 0.0
H 0.5936 -0.4041 5.8828 0.0 0.0 0.0
H 1.6318 1.7581 6.5025 0.0 0.0 0.0
H 2.4102 3.2890 4.7187 0.0 0.0 0.0
H 2.1576 2.6927 2.3774 0.0 0.0 0.0
Br -1.8195 -4.0240 -5.0434 0.0 -0.1 -0.1
C -2.5966 -2.5613 -4.1840 -0.2 0.0 -0.1
C -3.9040 -2.1438 -4.5390 0.1 -0.1 0.0
C -4.4986 -1.0920 -3.9120 0.0 0.0 0.0
Br -6.2425 -0.5892 -4.4028 -0.1 0.0 0.0
C -3.8116 -0.3735 -2.8942 -0.1 0.1 0.0
C -4.3277 0.7078 -2.1534 0.0 0.0 -0.1
C -3.5625 1.3183 -1.1908 0.0 0.1 0.0
C -2.2571 0.8820 -0.9736 0.1 0.1 0.0
N -1.7340 -0.1258 -1.6555 -0.6 -0.2 -0.1
C -2.5058 -0.7845 -2.5891 0.1 0.1 0.1
C -1.9007 -1.9056 -3.2115 0.1 0.1 0.2
O -0.6651 -2.2486 -2.7761 -0.9 -0.5 -0.7
H -4.4309 -2.6839 -5.3130 0.0 0.0 0.0
H -5.3356 1.0497 -2.3490 0.0 0.0 0.0
H -3.9495 2.1411 -0.6079 0.0 0.0 0.0
H -1.6104 1.3619 -0.2472 0.0 0.0 0.0
I 2.5600 -2.2529 -1.9317 1.1 0.3 -0.4
I 4.1059 -4.4571 -1.7077 -0.4 0.0 0.1
```
Forces are in eV/Å.

Results
LUMO level, eV: -5.30
Total charge: +1
Frontier orbital gap, Ha: 0.2085
HOMO, eV: -10.97
Molecular weight, g/mol: 967.22

Q: Number 1 is which compound?
A: C25H30B2F32N2O6

Q: Which formula does entry 3 have?
A: C25H30Br2Ge2I2NOTi

Q: Which value of molecular weight does entry 1 give?
A: 1084.08 g/mol

Q: The lowest molecular weight belongs to which entry?
A: C25H30BCuN8